(1)
The following is a quantum chemistry calculation of 5 unconnected molecules or ions with the total composition H10O5, from the Open Molecules 2025 dataset.

```
15
Properties=species:S:1:pos:R:3:forces:R:3:lowdin_charge:R:1
O 1.241 -1.721 0.460 0.6 0.6 1.3 -0.007
H 0.630 -2.289 0.060 -2.0 -1.7 -0.2 0.016
H 1.696 -1.491 -0.326 1.5 1.1 -1.1 0.013
O 2.788 0.875 -0.744 0.7 -0.2 -1.4 -0.047
H 1.972 1.090 -0.319 -1.3 0.3 0.5 -0.036
H 3.377 0.613 -0.057 0.7 -0.2 0.8 0.019
O -1.760 0.264 -1.585 -0.8 0.8 -0.7 -0.076
H -2.368 1.055 -1.485 1.1 -1.5 -0.8 0.098
H -1.571 0.069 -2.538 -0.6 0.7 1.2 0.087
O -1.709 -0.491 2.143 -0.6 -0.1 0.2 -0.057
H -1.581 0.333 1.669 0.1 0.2 -0.1 0.006
H -2.635 -0.451 2.440 0.5 -0.1 -0.1 0.046
O 0.172 1.041 0.128 -0.1 0.7 0.4 -0.071
H 0.202 0.293 0.731 0.1 -0.4 -0.2 0.014
H -0.456 0.811 -0.576 0.1 -0.3 0.1 -0.006
```
Positions in Å, forces in eV/Å.

Computed properties:
Charge: 0
Highest occupied orbital energy in eV: -10.78
Frontier orbital gap in eV: 11.0
Lowest unoccupied orbital energy in eV: 0.2
Calculated total energy in a.u.: -382.18444
SMILES: O.O.O.O.O

(2)
The following is a quantum chemistry calculation of 5 unconnected molecules or ions with the total composition H10O5, from the Open Molecules 2025 dataset.

```
15
Properties=species:S:1:pos:R:3:forces:R:3:lowdin_charge:R:1
O -0.096 -1.496 1.034 -1.0 0.4 -0.1 -0.010
H -0.070 -2.175 0.388 -0.7 -0.9 -1.5 0.052
H 0.727 -1.684 1.423 1.9 0.1 1.5 0.039
O -1.257 0.842 -0.174 -0.1 0.5 -1.0 -0.066
H -1.032 0.509 -1.073 -0.2 0.4 0.5 -0.002
H -1.141 0.071 0.362 0.1 -0.6 0.7 -0.018
O 0.423 0.404 2.999 0.9 0.3 0.3 -0.057
H 0.041 -0.047 2.239 -0.7 0.2 0.7 -0.021
H -0.131 0.429 3.790 -0.2 -0.3 -0.8 0.046
O 1.346 1.640 -0.997 1.3 0.1 -0.7 -0.066
H 0.529 1.458 -0.533 -0.4 -0.3 0.6 -0.021
H 2.029 0.991 -0.760 -0.7 0.4 0.1 0.039
O -0.529 -0.071 -2.631 -0.1 0.8 0.7 -0.011
H -1.035 -0.833 -2.829 -0.8 -1.2 -0.5 0.041
H 0.196 -0.039 -3.236 0.7 0.2 -0.5 0.055
```
Positions in Å, forces in eV/Å.

Computed properties:
Charge: 0
Highest occupied orbital energy in eV: -10.63
Frontier orbital gap in eV: 10.7
Lowest unoccupied orbital energy in eV: 0.1
Calculated total energy in a.u.: -382.17707
SMILES: O.O.O.O.O

(3)
The following is a quantum chemistry calculation of 5 unconnected molecules or ions with the total composition H10O5, from the Open Molecules 2025 dataset.

```
15
Properties=species:S:1:pos:R:3:forces:R:3:lowdin_charge:R:1
O 0.475 -0.200 -2.019 0.5 -0.5 -0.1 -0.078
H 0.053 0.548 -1.563 0.8 0.4 -0.1 0.008
H 1.400 0.027 -2.253 -1.1 0.3 0.3 0.064
O 0.175 2.268 -0.381 -1.0 1.5 -0.3 -0.107
H -0.317 1.915 0.397 0.4 0.0 -0.1 0.005
H -0.206 3.176 -0.570 0.7 -1.7 0.4 0.075
O -0.592 0.551 1.637 3.8 -0.8 -2.8 -0.082
H -1.377 0.630 2.081 -3.1 -0.2 1.5 -0.007
H -0.613 -0.265 0.988 -0.9 1.5 1.8 0.028
O -1.295 -1.545 0.313 -2.6 1.2 -1.1 -0.050
H -0.478 -2.005 0.398 1.4 -0.6 -0.5 -0.001
H -1.444 -1.164 -0.589 0.7 -1.1 1.0 0.087
O 1.252 -1.630 0.631 0.6 -0.8 -1.7 -0.059
H 1.495 -0.942 1.238 0.3 0.7 0.2 0.046
H 1.472 -1.365 -0.306 -0.4 0.0 1.6 0.070
```
Positions in Å, forces in eV/Å.

Computed properties:
Charge: 0
Highest occupied orbital energy in eV: -11.18
Frontier orbital gap in eV: 11.7
Lowest unoccupied orbital energy in eV: 0.6
Calculated total energy in a.u.: -382.18846
SMILES: O.O.O.O.O

(4)
The following is a quantum chemistry calculation of 5 unconnected molecules or ions with the total composition H10O5, from the Open Molecules 2025 dataset.

```
15
Properties=species:S:1:pos:R:3:forces:R:3:lowdin_charge:R:1
O -0.770 2.046 1.112 -2.3 2.8 -1.9 -0.142
H -0.521 2.841 0.466 -0.7 -2.6 2.0 0.117
H -1.810 2.116 1.143 3.1 -0.2 -0.1 0.108
O -1.563 -2.280 -0.673 0.1 0.8 -0.7 -0.058
H -1.256 -2.946 -0.104 0.1 -2.0 1.1 -0.004
H -0.845 -1.624 -0.538 -2.2 -0.3 -1.1 -0.045
O 0.701 1.843 -2.347 0.0 0.9 -1.4 -0.067
H 0.290 1.545 -3.184 0.3 0.0 1.1 0.053
H 0.513 1.216 -1.662 -0.4 -1.0 0.4 -0.029
O 1.588 -1.288 1.649 0.2 0.2 1.1 -0.066
H 2.552 -1.449 1.655 -0.8 0.2 0.2 0.060
H 1.345 -0.891 2.525 0.6 -0.6 -1.2 0.076
O -0.134 -0.282 -0.350 2.1 -3.4 -5.7 0.014
H -0.316 0.254 0.308 -1.4 4.3 5.4 -0.061
H 0.225 -1.103 -0.002 1.4 0.9 0.8 0.044
```
Positions in Å, forces in eV/Å.

Computed properties:
Charge: 0
Highest occupied orbital energy in eV: -10.68
Frontier orbital gap in eV: 11.0
Lowest unoccupied orbital energy in eV: 0.3
Calculated total energy in a.u.: -382.14274
SMILES: O.O.O.O.O